This record from the OMol25 dataset describes 13 unconnected molecules or ions with the total composition C14H54O20 in a non-equilibrium geometry. The level of theory is wB97M-V/def2-TZVPD.

For the relative energy (zero: lowest compared OMol25 entry of this formula, charge and spin), the calculation gives 12.2 kcal per mole. The highest occupied orbital energy is -0.34348 hartree. As for the gap between HOMO and LUMO: 9.04 eV.

Structure (ORCA input):
```
! RIJCOSX wB97M-V def2-TZVPD def2/J DEFGRID3
* xyz 0 1
C 3.86 -1.73 -1.83
C 4.80 -2.05 -2.94
O 4.58 -3.21 -3.68
O 4.35 -0.50 -1.33
H 3.78 -2.55 -1.09
H 2.87 -1.70 -2.26
H 5.81 -2.10 -2.54
H 4.68 -1.15 -3.53
H 3.64 -3.12 -3.90
H 3.81 -0.17 -0.59
C 0.38 3.99 -3.53
C -0.64 3.05 -2.86
O -0.54 3.05 -1.45
O 1.72 3.66 -3.19
H 0.20 5.01 -3.18
H 0.36 4.00 -4.62
H -0.51 2.04 -3.25
H -1.64 3.31 -3.21
H 0.07 3.73 -1.13
H 1.96 4.12 -2.37
C 1.54 -3.17 1.17
C 1.49 -4.67 1.34
O 1.41 -5.07 2.72
O 0.42 -2.63 1.74
H 1.57 -2.95 0.12
H 2.41 -2.75 1.65
H 2.28 -5.16 0.80
H 0.60 -5.00 0.82
H 0.49 -5.18 2.94
H 0.50 -2.22 2.61
C -5.18 0.41 -2.97
C -6.53 0.40 -2.22
O -7.08 1.59 -1.77
O -4.08 0.72 -2.16
H -5.15 1.17 -3.74
H -5.00 -0.59 -3.43
H -6.44 -0.36 -1.41
H -7.26 -0.06 -2.89
H -6.30 1.98 -1.35
H -3.82 0.00 -1.56
C -3.71 2.91 0.22
C -4.18 1.78 1.14
O -5.12 2.23 2.08
O -4.99 3.22 -0.42
H -2.96 2.60 -0.50
H -3.34 3.80 0.76
H -3.31 1.37 1.63
H -4.63 1.11 0.38
H -5.74 2.69 1.50
H -4.77 3.92 -1.06
C 4.95 -0.10 4.08
C 5.37 -1.11 3.04
O 4.35 -2.03 2.75
O 4.00 0.87 3.62
H 5.80 0.38 4.54
H 4.58 -0.62 4.95
H 6.24 -1.62 3.51
H 5.80 -0.63 2.15
H 4.50 -2.84 3.26
H 4.12 1.75 4.05
C 0.77 0.27 -0.43
C -0.63 0.31 0.08
O -1.25 -0.93 0.41
O 1.80 0.22 0.60
H 1.06 1.17 -0.99
H 1.02 -0.60 -1.07
H -1.25 0.93 -0.59
H -0.61 0.97 0.95
H -0.63 -1.54 0.86
H 1.73 1.01 1.11
O -3.40 -1.78 -0.92
H -4.11 -2.27 -0.52
H -2.74 -1.59 -0.23
O 1.59 4.63 -0.42
H 1.24 4.27 0.41
H 1.86 5.53 -0.20
O 0.83 3.30 2.38
H -0.10 3.01 2.31
H 1.04 3.22 3.31
O -1.59 -5.57 2.40
H -2.31 -5.65 3.02
H -1.72 -6.20 1.69
O 0.90 -0.28 3.75
H 1.31 0.12 4.54
H 1.51 -0.14 3.03
O -0.51 -1.94 -2.41
H -1.13 -1.82 -1.66
H -1.03 -2.47 -3.02
*
```

Atom charges from the Löwdin analysis, given in e for atoms 1 to 8: number 1, C, carries -0.276; number 2, C, carries -0.297; number 3, O, carries -0.042; number 4, O, carries -0.058; number 5, H, carries 0.122; number 6, H, carries 0.106; number 7, H, carries 0.129; number 8, H, carries 0.121



This record from the OMol25 dataset describes 14 unconnected molecules or ions with the total composition C14H56N12O14 in a non-equilibrium geometry. The level of theory is wB97M-V/def2-TZVPD.

The highest occupied orbital energy (alpha / beta) is -0.00722 / -0.24974 hartree. As for the gap between HOMO and LUMO (alpha / beta): 2.28 / 8.83 eV.

Structure (ORCA input):
```
! RIJCOSX wB97M-V def2-TZVPD def2/J DEFGRID3
* xyz -1 2
C -0.35 2.08 -3.20
O 0.81 1.61 -3.79
H -0.94 1.30 -2.72
H -0.12 2.93 -2.54
H -1.01 2.56 -3.92
H 0.76 0.65 -3.84
C -4.24 1.59 -1.59
O -3.56 2.49 -0.75
H -5.32 1.64 -1.68
H -3.71 1.73 -2.53
H -3.95 0.62 -1.19
H -2.74 2.06 -0.51
C -1.44 -1.45 -3.72
O -2.53 -0.69 -3.21
H -0.59 -1.38 -3.04
H -1.69 -2.48 -3.99
H -1.20 -1.13 -4.73
H -3.44 -0.89 -3.46
C 2.90 -1.79 -2.83
O 3.29 -0.39 -2.62
H 1.99 -1.97 -3.41
H 3.69 -2.22 -3.44
H 2.99 -2.37 -1.91
H 4.22 -0.43 -2.36
C -1.11 1.47 3.87
O -0.85 1.98 5.17
H -0.32 1.88 3.26
H -1.14 0.38 3.93
H -2.07 1.71 3.42
H -0.67 1.28 5.80
C 3.24 -1.68 1.15
O 4.49 -1.16 0.90
H 2.93 -1.30 2.12
H 2.43 -1.40 0.46
H 3.34 -2.76 1.28
H 4.62 -1.09 -0.05
C 3.27 2.10 2.13
O 2.77 2.22 3.45
H 4.35 2.03 2.05
H 2.80 1.19 1.75
H 3.02 2.96 1.51
H 2.61 3.11 3.77
C -0.02 -2.03 3.19
O -0.83 -3.03 2.56
H -0.17 -2.12 4.26
H 1.07 -2.06 3.16
H -0.25 -1.03 2.81
H -0.40 -3.32 1.76
C -3.92 -0.13 2.40
O -3.30 0.63 1.72
N -3.59 -1.29 2.57
N -5.04 -0.01 3.07
H -2.83 -1.77 2.12
H -4.16 -1.78 3.24
H -5.37 -0.75 3.67
H -5.38 0.94 3.08
C -3.45 -3.37 -0.42
O -4.60 -3.07 -0.76
N -3.13 -4.08 0.59
N -2.39 -2.79 -0.88
H -2.17 -4.08 0.90
H -3.78 -4.69 1.08
H -2.51 -2.04 -1.54
H -1.43 -3.09 -0.74
C 0.04 4.52 0.25
O 0.19 3.32 0.35
N 0.94 5.29 -0.23
N -1.07 5.20 0.51
H 0.86 6.30 -0.23
H 1.74 4.92 -0.74
H -1.92 4.72 0.74
H -1.14 6.19 0.30
C 4.55 3.37 -1.20
O 4.56 4.53 -0.73
N 3.58 2.90 -1.85
N 5.59 2.53 -1.10
H 2.78 3.47 -2.09
H 3.62 1.94 -2.15
H 5.51 1.62 -1.53
H 6.34 2.91 -0.54
C 0.25 -4.81 -0.23
O 0.61 -4.44 0.88
N 0.32 -3.94 -1.18
N -0.35 -5.93 -0.63
H 0.64 -3.00 -0.98
H 0.07 -4.30 -2.09
H -0.63 -6.12 -1.58
H -0.60 -6.65 0.04
C 0.40 -0.06 -0.28
O 0.25 -1.28 -0.36
N -0.31 0.53 0.61
N 1.30 0.74 -0.76
H -1.03 0.01 1.10
H -0.09 1.50 0.78
H 2.03 0.21 -1.21
H 1.10 1.72 -0.67
*
```

Atom charges from the Löwdin analysis, given in e for atoms 1 to 8: number 1, C, carries -0.191; number 2, O, carries -0.122; number 3, H, carries 0.065; number 4, H, carries 0.066; number 5, H, carries 0.074; number 6, H, carries 0.052; number 7, C, carries -0.169; number 8, O, carries -0.141



This record from the OMol25 dataset describes 14 unconnected molecules or ions with the total composition C14H56N8O14 in a non-equilibrium geometry. The level of theory is wB97M-V/def2-TZVPD.

For the relative energy (zero: lowest compared OMol25 entry of this formula, charge and spin), the calculation gives 6.1 kcal per mole. The highest occupied orbital energy is -0.34235 hartree. As for the gap between HOMO and LUMO: 9.20 eV.

Structure (ORCA input):
```
! RIJCOSX wB97M-V def2-TZVPD def2/J DEFGRID3
* xyz 0 1
C -2.59 23.01 9.01
O -3.56 22.04 8.64
H -1.65 22.72 8.54
H -2.86 24.03 8.72
H -2.41 22.97 10.09
H -4.47 22.33 8.75
C -5.37 19.87 2.19
O -5.52 19.47 3.54
H -4.35 19.74 1.82
H -6.03 19.26 1.57
H -5.62 20.92 2.07
H -4.69 19.13 3.88
C -4.62 16.69 5.75
O -4.11 18.02 5.72
H -5.01 16.50 4.75
H -3.85 15.93 5.88
H -5.48 16.60 6.41
H -3.34 18.04 6.31
C -2.97 25.74 1.72
O -3.52 24.79 2.63
H -3.72 26.01 0.98
H -2.62 26.62 2.27
H -2.13 25.29 1.17
H -2.80 24.56 3.23
C -5.01 25.10 5.48
O -4.16 24.20 6.21
H -4.46 25.54 4.65
H -5.84 24.57 5.01
H -5.37 25.91 6.11
H -4.62 24.09 7.05
C 1.20 19.17 2.94
O 0.90 20.55 2.91
H 1.17 18.81 3.97
H 0.59 18.56 2.28
H 2.24 19.06 2.61
H 0.19 20.78 3.53
C -0.30 18.46 6.78
O -1.60 17.91 6.99
H 0.31 17.77 6.19
H -0.39 19.38 6.19
H 0.25 18.76 7.67
H -1.44 16.96 6.98
C -6.44 20.10 7.59
O -7.84 20.11 7.88
H -6.20 20.45 6.59
H -5.92 20.74 8.32
H -6.07 19.09 7.77
H -8.27 20.79 7.35
C 0.88 25.59 7.29
O 2.30 25.70 7.19
H 0.50 26.61 7.14
H 0.44 25.04 6.46
H 0.52 25.17 8.23
H 2.67 24.86 7.47
C -1.99 22.18 0.34
O -0.78 22.08 1.08
H -2.44 21.19 0.18
H -2.70 22.81 0.89
H -1.74 22.56 -0.64
H -0.94 21.62 1.91
C -2.17 21.35 4.89
O -1.53 20.68 4.06
N -1.98 22.68 5.07
N -3.18 20.84 5.64
H -1.20 23.14 4.61
H -2.59 23.13 5.73
H -3.44 19.87 5.59
H -3.54 21.39 6.40
C 0.92 24.75 3.06
O -0.05 24.36 3.73
N 1.62 25.86 3.43
N 1.33 24.12 1.94
H 1.39 26.31 4.30
H 2.38 26.20 2.87
H 2.22 24.33 1.52
H 0.79 23.33 1.62
C -1.97 27.17 5.35
O -1.42 27.90 4.54
N -2.73 27.67 6.38
N -1.86 25.81 5.30
H -2.65 28.66 6.53
H -3.24 27.12 7.04
H -2.41 25.25 5.93
H -1.20 25.35 4.67
C -1.75 17.26 2.98
O -1.38 16.81 4.05
N -1.98 18.59 2.77
N -1.92 16.46 1.86
H -2.28 18.97 1.90
H -1.89 19.25 3.54
H -1.87 15.47 1.98
H -2.28 16.87 1.02
*
```

Atom charges from the Löwdin analysis, given in e for atoms 1 to 8: number 1, C, carries -0.143; number 2, O, carries -0.133; number 3, H, carries 0.083; number 4, H, carries 0.068; number 5, H, carries 0.081; number 6, H, carries 0.060; number 7, C, carries -0.158; number 8, O, carries -0.124



| no. | E_tot (Eh) |
| --- | --- |
| 1 | -2070.47467 |
| 2 | -2277.38891 |
| 3 | -2058.44166 |